No. 1
C4H12NO2 | wB97M-V/def2-TZVPD

E_HOMO, Ha: -0.505
Charge: +1
Calculated total energy, Ha: -364.551408
Energy above the lowest of the compared OMol25 structures with the same formula, charge and spin, kJ/mol: 220.07
E_LUMO, eV: -4.6408

Structure (XYZ):
```
19
Properties=species:S:1:pos:R:3:forces:R:3
C 1.86502 2.12301 0.93698 -0.936 -0.667 0.044
C 1.07759 0.83957 1.11402 1.151 0.973 0.294
C -0.20110 0.75036 0.81608 -0.369 -0.530 -1.455
N -0.81297 -0.53150 0.61284 -0.301 -0.474 0.792
C -2.04141 -0.77548 0.83716 0.013 0.395 0.235
H 1.97088 2.60383 1.90681 0.274 0.280 -0.110
H 1.33490 2.74178 0.21838 0.069 0.380 0.187
H 2.83280 1.86416 0.51038 0.096 0.096 0.207
H 1.69363 0.05554 1.54565 -0.480 -0.552 -0.419
H -0.85153 1.54026 0.45890 0.341 0.222 0.099
H -0.27925 -1.32043 0.20956 0.464 0.101 0.407
H -2.37929 -1.79429 0.97671 -0.139 -0.041 -0.750
H -2.70874 0.06638 0.96938 -0.101 -0.057 0.473
H -0.78577 -3.31675 -1.06139 0.381 0.258 -0.102
H 0.54973 -2.93636 -1.71622 0.036 0.120 0.119
O -0.12488 -2.60402 -1.11090 -0.457 -0.454 0.069
H 0.72918 1.26242 -2.61048 -0.276 -0.106 0.544
H -0.33535 0.23292 -2.79393 -0.127 -0.024 0.264
O 0.07808 0.75376 -2.09044 0.361 0.081 -0.898
```
Forces are in eV/Å.


No. 2
C2H4N2O | wB97M-V/def2-TZVPD

E_HOMO, Ha: -0.351
Charge: 0
Calculated total energy, Ha: -263.312631
Energy above the lowest of the compared OMol25 structures with the same formula, charge and spin, kJ/mol: 132.95
E_LUMO, eV: -0.0047

Structure (XYZ):
```
9
Properties=species:S:1:pos:R:3:forces:R:3
H -0.48143 -2.03630 0.83532 1.206 1.125 -0.081
N 0.33147 -1.63270 0.30370 -0.832 -0.162 -1.400
C 0.14722 -0.42920 -0.06648 -0.189 2.307 0.819
N 0.73676 0.35656 -1.08305 0.998 0.187 0.410
C -0.73985 0.57938 0.70090 -3.127 -1.816 1.758
O -1.65398 0.20346 1.46273 2.900 1.424 -2.185
H 1.38645 -0.16464 -1.72649 -0.770 1.347 1.048
H 0.81927 1.45702 -0.90422 0.059 -3.824 -0.781
H -0.54590 1.66642 0.47759 -0.243 -0.588 0.413
```
Forces are in eV/Å.


No. 3
C21H68O13 | wB97M-V/def2-TZVPD

E_HOMO, Ha: -0.366
Charge: 0
Calculated total energy, Ha: -1818.939858
Energy above the lowest of the compared OMol25 structures with the same formula, charge and spin, kJ/mol: 109.23
E_LUMO, eV: 0.3182

Structure (XYZ):
```
102
Properties=species:S:1:pos:R:3:forces:R:3
O 3.75338 0.21951 -2.00724 -0.579 0.037 -0.378
H 4.25827 0.94516 -2.37434 -0.164 0.327 -0.297
H 4.14571 0.06466 -1.14798 0.471 -0.285 0.748
O 4.23556 1.78720 1.95014 0.385 -0.270 -0.301
H 3.62294 1.85220 1.21753 -0.141 -0.010 -0.376
H 3.67718 1.72616 2.72520 -0.075 0.163 0.548
O 5.10203 -0.98585 -0.06022 0.216 0.050 0.222
H 5.41532 -0.95539 0.84374 0.003 0.312 0.319
H 5.30774 -1.87275 -0.35574 -0.124 -0.373 -0.356
O 2.44513 3.84483 -0.20870 -0.023 0.639 0.324
H 2.73672 3.66438 -1.10236 0.190 -0.218 -0.361
H 2.20438 2.98770 0.14287 -0.261 -0.382 -0.057
O 2.77446 -5.09039 0.27451 0.181 -0.197 0.170
H 2.58023 -4.41257 -0.37284 0.002 0.314 -0.394
H 1.96891 -5.17261 0.78497 -0.171 -0.050 0.136
O 3.64486 -2.52571 -2.31500 0.549 -0.598 0.063
H 2.73546 -2.76786 -2.48993 -0.335 -0.054 0.071
H 3.61751 -1.58018 -2.16852 0.197 0.627 -0.282
C -3.89907 1.33882 -4.70126 -0.124 -0.158 -0.784
C -3.94006 0.89495 -3.29065 0.106 -0.314 1.651
C -2.74074 1.22478 -2.46035 1.178 1.169 0.580
O -5.10434 1.49355 -2.63594 0.950 -0.785 -0.701
H -2.99101 0.98255 -5.18767 0.051 0.225 -0.108
H -4.02852 2.41782 -4.78548 0.308 0.030 -0.006
H -4.73837 0.86558 -5.21089 -0.081 0.054 -0.308
H -3.97844 -0.19303 -3.23664 -0.642 -0.309 -0.197
H -2.50864 2.28746 -2.53065 -0.318 0.333 0.334
H -1.76810 0.80282 -2.71338 -0.284 -0.645 -0.741
H -2.83987 0.94329 -1.41200 -0.487 0.170 0.028
H -5.75623 1.37734 -3.33102 -0.667 0.237 0.279
C -2.66136 -0.61955 4.74987 -0.466 1.238 -0.021
C -2.61370 -1.79986 3.83755 -1.190 1.035 -0.536
C -1.39137 -2.57343 3.90104 2.098 -1.075 -0.034
O -3.71290 -2.64943 4.07441 -0.350 -0.582 0.354
H -2.18431 0.23357 4.26748 0.645 -0.027 0.221
H -2.26986 -0.79898 5.75119 0.123 -0.056 -0.070
H -3.67796 -0.23821 4.84576 -0.245 -0.387 0.126
H -2.70111 -1.45916 2.80586 -0.190 0.333 -0.213
H -0.52149 -2.01662 3.55266 0.032 0.054 -0.085
H -1.52196 -3.44095 3.25414 0.306 -0.159 -0.142
H -1.14078 -2.93516 4.89826 -0.159 0.009 0.233
H -3.29754 -3.49537 4.25735 -0.581 -0.335 0.112
C 1.51536 0.51845 4.42178 1.625 0.278 0.613
C 2.60657 1.20517 5.33687 -0.941 -2.784 -1.113
C 3.71545 0.22537 5.68210 -0.127 -1.395 1.330
O 3.30314 2.11049 4.57864 0.244 2.631 -0.414
H 1.06266 -0.21365 5.09050 -0.542 -0.177 -0.608
H 2.06084 0.07879 3.58676 -0.035 -0.564 0.096
H 0.84246 1.22433 3.93493 -0.314 0.128 0.618
H 2.00418 1.52679 6.18644 0.723 0.788 0.358
H 4.45894 0.59776 6.38684 -0.104 0.603 -0.099
H 4.28141 -0.14140 4.82579 -0.300 0.363 -0.356
H 3.36129 -0.67252 6.18854 -0.385 -0.172 -0.030
H 3.02991 3.00539 4.79333 0.037 0.227 -0.259
C 3.08377 2.63563 -5.24173 -0.368 0.463 1.092
C 2.50479 3.14490 -3.88697 -0.827 -4.203 -1.076
C 1.42333 2.08313 -3.49640 -0.917 1.180 0.344
O 3.46879 2.90469 -2.87003 0.321 0.885 0.394
H 4.07394 3.09103 -5.22513 0.008 0.162 -1.387
H 2.35188 2.80629 -6.03123 0.582 0.909 -0.370
H 3.19191 1.55322 -5.31086 0.235 -0.068 0.749
H 2.10405 4.15361 -3.98704 0.242 0.094 0.445
H 1.70273 1.03661 -3.61817 0.649 0.250 -0.027
H 0.48983 2.18756 -4.04937 0.002 0.302 -0.273
H 1.14580 2.24349 -2.45459 -0.026 -0.059 0.138
H 4.29080 3.36842 -3.04563 0.127 0.321 -0.137
C -3.91108 2.62470 1.83969 0.006 0.218 -0.410
C -5.23770 2.17276 1.23610 1.269 -0.290 -0.395
C -5.38565 0.68361 1.24298 -0.651 -0.538 -0.328
O -6.21748 2.74812 2.01977 -1.784 0.368 0.923
H -3.85560 3.71320 1.82536 0.045 0.134 -0.015
H -3.01142 2.25748 1.34586 -0.047 -0.225 0.009
H -3.95467 2.32210 2.88594 0.288 -0.110 0.018
H -5.42139 2.42996 0.19293 0.576 0.519 -0.251
H -5.40127 0.22396 2.23119 0.296 0.083 0.066
H -4.63316 0.24753 0.58594 0.208 -0.116 0.251
H -6.33792 0.45150 0.76612 -0.149 -0.133 0.082
H -6.18625 3.70186 1.91493 -0.004 0.045 0.009
C -0.36953 0.05103 0.05197 -0.909 -0.996 -0.636
C 1.07631 -0.01591 0.55898 -2.538 0.106 -1.077
C 1.78342 -1.35714 0.39185 0.496 0.814 1.571
O 1.75549 1.03108 -0.09626 0.690 0.416 0.781
H -0.51590 -0.31758 -0.96332 0.452 -0.198 -0.333
H -0.84717 1.03007 0.01401 0.536 0.319 0.455
H -1.03360 -0.58643 0.63571 -0.016 -0.124 0.331
H 0.89154 0.24302 1.60153 1.085 0.050 0.250
H 2.67516 -1.15323 0.98457 0.599 -0.413 -0.378
H 2.08071 -1.66036 -0.61203 -0.354 0.166 0.057
H 1.32074 -2.16236 0.96250 -0.462 -0.075 -0.351
H 2.00323 0.73179 -0.97413 0.403 -0.063 -0.402
C -0.69006 -2.53221 -3.41986 -1.013 0.360 0.510
C -0.25480 -3.53273 -2.37793 -0.272 -0.875 0.139
C -0.91885 -4.88846 -2.61037 0.323 0.272 -0.528
O 1.15967 -3.61089 -2.40442 0.327 -0.502 0.270
H -0.68379 -2.88798 -4.45015 0.737 -0.236 0.004
H -0.10517 -1.62339 -3.27828 -0.160 0.085 -0.323
H -1.75371 -2.33535 -3.28575 -0.100 0.441 0.282
H -0.49808 -3.27417 -1.34737 -0.031 0.742 -0.105
H -1.99010 -4.71264 -2.70847 -0.033 -0.259 -0.019
H -0.72813 -5.66516 -1.86978 0.081 0.297 0.180
H -0.52267 -5.24107 -3.56263 -0.263 -0.315 -0.234
H 1.40660 -4.15156 -3.15828 0.124 -0.223 -0.196
```
Forces are in eV/Å.


- Number 3 is which compound?
  C21H68O13